[1]
34
Properties=species:S:1:pos:R:3:mulliken_charge:R:1 method="wB97M-V/def2-TZVPD" fmax_ev_per_a=0.5 total_charge=0 smiles="CC(C)OCCCNC(=O)c1ccncc1" gap_ha=0.3679 energy_ha=-728.05577 e_homo_ha=-0.3531 de_lowest_kcal_mol=13.0
C -1.660 -0.868 3.783 -1.59
H -1.712 -0.517 4.810 0.34
H -2.586 -0.602 3.280 0.38
H -1.549 -1.948 3.776 0.40
C -0.478 -0.212 3.073 1.07
C 0.832 -0.544 3.790 -1.43
H 1.691 -0.138 3.259 0.34
H 0.817 -0.132 4.796 0.37
H 0.949 -1.622 3.849 0.40
O -0.758 1.185 3.070 -0.44
C 0.061 2.014 2.286 -0.58
C -0.081 1.793 0.768 -0.49
H -0.146 2.760 0.265 0.46
H -1.015 1.259 0.585 0.28
C 1.084 1.000 0.169 -0.73
N 0.849 0.662 -1.217 -0.11
C 0.443 -0.577 -1.586 0.42
O 0.334 -1.500 -0.803 -0.63
C 0.149 -0.731 -3.045 0.52
C -0.827 -1.645 -3.432 -0.39
C -1.093 -1.798 -4.784 -0.33
N -0.455 -1.128 -5.728 -0.60
C 0.486 -0.276 -5.361 -0.42
C 0.829 -0.034 -4.040 -0.36
H 1.624 0.657 -3.802 0.46
H 0.991 0.238 -6.169 0.37
H -1.847 -2.491 -5.131 0.38
H -1.353 -2.214 -2.682 0.42
H 0.789 1.421 -1.876 0.29
H 2.010 1.580 0.242 0.27
H 1.217 0.051 0.693 0.33
H -0.276 3.022 2.544 0.32
H 1.117 1.925 2.577 0.31
H -0.433 -0.589 2.041 -0.03

[2]
36
Properties=species:S:1:pos:R:3:mulliken_charge:R:1 method="wB97M-V/def2-TZVPD" fmax_ev_per_a=18.9 total_charge=0 smiles="CC[C@@H](C)[C@H](NC(=O)NCc1cccs1)C(=O)O" gap_ha=0.2989 energy_ha=-1201.13075 e_homo_ha=-0.2965 de_lowest_kcal_mol=261.1
C 1.549 3.234 -0.721 -1.33
H 2.594 3.437 -1.309 0.25
C 1.404 1.823 -0.790 0.23
H 1.165 1.334 -1.809 0.38
H 0.343 1.355 -0.374 -0.41
C 2.334 0.864 -0.058 0.15
C 2.408 1.114 1.553 -1.64
H 2.739 2.303 1.428 0.21
H 1.498 1.069 1.790 0.72
H 3.310 0.580 1.832 0.45
H 3.274 1.421 -0.574 0.31
C 2.083 -0.468 -0.457 -0.65
N 0.999 -1.244 0.130 0.01
C -0.026 -1.426 -0.501 0.30
O -0.050 -1.455 -1.877 -0.73
N -1.152 -2.108 0.295 -0.26
H -1.061 -2.110 1.222 0.15
C -2.405 -2.293 -0.386 -1.03
C -3.217 -1.032 -0.188 0.55
C -4.710 -1.116 0.014 -0.78
C -5.298 0.077 0.160 -0.41
C -4.434 1.126 0.656 -0.47
S -2.722 0.545 0.355 -0.03
H -4.521 2.102 0.965 0.46
H -6.312 0.425 0.078 0.35
H -5.176 -2.016 -0.345 0.32
H -2.155 -2.427 -1.547 0.26
H -2.766 -3.044 -0.221 0.91
H 0.920 -1.315 1.336 0.37
C 3.451 -1.367 0.167 0.17
O 4.549 -0.981 -0.315 -0.60
O 3.105 -2.335 0.840 -0.35
H 3.980 -2.743 1.225 0.44
H 2.058 -0.853 -1.459 0.94
H 1.501 3.592 0.198 0.47
H 0.742 3.932 -1.316 0.30

[3]
37
Properties=species:S:1:pos:R:3:mulliken_charge:R:1 method="wB97M-V/def2-TZVPD" fmax_ev_per_a=15.7 total_charge=0 gap_ha=0.3204 energy_ha=-1599.09447 e_homo_ha=-0.3313 de_lowest_kcal_mol=385.3
C -2.119 -1.403 -1.509 -1.05
C -2.343 -0.490 -0.467 -0.19
C -1.993 -0.855 0.879 -0.85
N -0.781 -0.022 1.334 0.27
C 0.601 -0.030 0.769 0.40
N 0.881 -1.153 -0.013 -0.33
C 2.225 -1.175 -0.335 0.45
O 2.839 -0.112 -0.136 -0.69
C 2.472 -2.047 -1.574 -0.52
C 1.863 -1.664 -2.784 -0.54
C 1.986 -2.872 -3.947 -1.26
H 1.714 -3.766 -3.734 0.46
H 3.383 -2.714 -4.033 0.18
H 1.604 -2.525 -4.804 0.44
H 0.779 -1.541 -2.777 0.17
H 2.267 -0.863 -3.079 0.54
H 2.235 -3.004 -1.030 0.28
H 3.617 -2.155 -1.496 0.30
S 1.439 1.047 1.449 -0.27
C 0.226 1.510 2.689 -0.85
C 0.319 3.160 2.608 -1.18
H 0.558 3.304 3.687 0.36
H 0.789 3.502 1.919 0.83
S -1.456 3.451 2.453 1.02
O -1.657 4.981 1.439 -0.72
O -2.272 3.527 3.598 -0.59
C -1.591 2.258 1.347 -0.48
H -2.986 2.066 1.117 0.31
C -1.021 0.977 2.138 -0.75
H -1.722 0.808 3.008 0.44
H -1.370 2.395 0.275 0.31
H 0.510 1.244 3.500 1.39
H -2.731 -0.886 1.557 0.45
H -1.329 -1.944 0.840 0.32
H -2.700 0.352 -0.667 0.62
H -2.618 -1.153 -2.598 0.16
H -1.618 -2.207 -1.620 0.56